{
  "formula": "C35H82N2O8P",
  "method": "ωB97M-V/def2-TZVPD",
  "elements": ["C", "C", "C", "C", "C", "C", "O", "C", "P", "N", "O", "C", "C", "C", "C", "N", "O", "C", "C", "C", "C", "H", "H", "H", "H", "H", "H", "H", "H", "H", "H", "H", "H", "H", "H", "H", "H", "H", "H", "H", "H", "H", "H", "H", "H", "H", "H", "H", "H", "H", "H", "H", "H", "C", "C", "O", "C", "C", "H", "H", "H", "H", "H", "H", "H", "H", "H", "H", "C", "C", "O", "C", "C", "H", "H", "H", "H", "H", "H", "H", "H", "H", "H", "C", "C", "O", "C", "C", "H", "H", "H", "H", "H", "H", "H", "H", "H", "H", "C", "C", "O", "C", "C", "H", "H", "H", "H", "H", "H", "H", "H", "H", "H", "C", "C", "O", "C", "C", "H", "H", "H", "H", "H", "H", "H", "H", "H", "H"],
  "positions_angstrom": [[1.01390, 1.79610, 0.13298], [0.17292, 0.87678, -0.75184], [-0.48692, -0.21432, 0.09796], [-0.82800, 1.63817, -1.64411], [-0.11884, 2.39219, -2.76835], [-1.72921, 2.60436, -0.89639], [-2.54623, 1.86213, 0.00057], [-3.52226, 2.56463, 0.78338], [-2.52125, 3.65280, 1.96149], [-3.80593, 4.21536, 2.98046], [-1.94795, 2.50656, 3.00853], [-4.31948, 1.51015, 1.53001], [-5.32374, 0.69535, 0.70078], [-4.64524, -0.44757, -0.06531], [-6.36487, 0.11079, 1.65400], [-6.05795, 1.57634, -0.25055], [-7.03901, 1.03091, -0.85613], [-5.41241, 2.69405, -0.98115], [-4.70049, 2.15513, -2.22482], [-6.51730, 3.65895, -1.41078], [-4.47767, 3.43405, -0.01993], [1.55688, 2.55124, -0.43788], [0.39485, 2.31244, 0.87230], [1.75070, 1.20974, 0.68574], [0.85604, 0.37127, -1.44352], [0.22597, -1.00570, 0.33909], [-0.86423, 0.18830, 1.03953], [-1.33260, -0.66875, -0.41744], [-1.47966, 0.89130, -2.11344], [-0.82906, 2.96060, -3.37270], [0.39177, 1.68921, -3.42795], [0.62515, 3.09304, -2.38284], [-2.35197, 3.14899, -1.61602], [-1.13862, 3.35236, -0.35647], [-4.28479, 4.98564, 2.51973], [-3.40080, 4.61354, 3.82335], [-1.64084, 1.71915, 2.54137], [-4.84046, 2.01310, 2.34814], [-3.63681, 0.78731, 1.98311], [-5.33157, -0.83938, -0.81622], [-3.72059, -0.12747, -0.53974], [-4.39990, -1.25003, 0.63309], [-6.97764, 0.90293, 2.08573], [-7.01929, -0.58381, 1.13149], [-5.85410, -0.41768, 2.46072], [-5.43333, 1.67942, -2.87622], [-3.92367, 1.43409, -1.97633], [-4.24193, 2.98453, -2.76886], [-6.07112, 4.60595, -1.72121], [-7.09462, 3.25210, -2.23779], [-7.20083, 3.85076, -0.58328], [-5.11411, 3.94664, 0.70918], [-3.94812, 4.21093, -0.57997], [-2.17286, -5.14613, 3.52164], [-1.90482, -4.57161, 2.14095], [-1.48111, -3.21974, 2.15164], [-0.26705, -2.96093, 2.83899], [0.93445, -3.69466, 2.27161], [-2.86431, -4.50770, 4.07334], [-2.61965, -6.13688, 3.42553], [-1.25911, -5.25277, 4.10752], [-2.82400, -4.56765, 1.55440], [-1.18194, -5.19790, 1.60531], [-0.37528, -3.17583, 3.90868], [-0.12691, -1.88351, 2.74151], [0.88143, -4.77182, 2.43112], [1.84721, -3.34391, 2.75527], [1.02335, -3.51510, 1.19897], [4.06973, -8.18190, 2.26856], [3.71070, -7.19086, 1.17444], [3.69782, -5.83993, 1.60162], [4.93236, -5.33525, 2.08456], [6.05386, -5.35295, 1.06151], [3.42977, -8.03685, 3.14004], [3.92829, -9.19964, 1.90184], [5.10923, -8.08803, 2.58471], [2.69598, -7.37777, 0.82165], [4.37943, -7.31775, 0.31530], [5.23861, -5.86964, 2.99136], [4.71222, -4.30826, 2.37821], [6.36683, -6.36722, 0.80984], [6.92566, -4.82813, 1.45635], [5.74020, -4.85484, 0.14252], [0.24539, 5.93640, 0.18739], [-1.02791, 6.43927, -0.47030], [-1.96053, 7.01221, 0.43118], [-1.51967, 8.16014, 1.13332], [-1.20024, 9.34504, 0.23765], [-0.00083, 5.25992, 1.00699], [0.84461, 5.39292, -0.54630], [0.86066, 6.74972, 0.57488], [-1.56395, 5.60208, -0.91987], [-0.79127, 7.14223, -1.27771], [-0.65560, 7.91863, 1.76326], [-2.34446, 8.41000, 1.80154], [-0.32048, 9.16644, -0.38168], [-0.99804, 10.22493, 0.85025], [-2.04398, 9.56630, -0.41734], [0.29429, -2.18320, -5.80096], [-0.46720, -2.37232, -4.50022], [-1.15437, -1.21257, -4.06240], [-2.15781, -0.72194, -4.93316], [-3.29431, -1.69700, -5.18623], [0.95656, -1.31882, -5.73348], [0.90061, -3.06758, -6.00202], [-0.37217, -2.04121, -6.65252], [0.22678, -2.60232, -3.69143], [-1.15689, -3.21994, -4.58424], [-1.71958, -0.39119, -5.88207], [-2.54190, 0.16750, -4.43033], [-2.97545, -2.56067, -5.77123], [-4.08804, -1.19697, -5.74296], [-3.70733, -2.05290, -4.24134], [8.52586, -0.95475, -0.57413], [8.21736, -1.61637, 0.75796], [9.03064, -2.74029, 1.04820], [10.42206, -2.48549, 1.14409], [10.79720, -1.50721, 2.24392], [8.50562, -1.69088, -1.37884], [7.77633, -0.19086, -0.78543], [9.50158, -0.46741, -0.57732], [7.20015, -2.00972, 0.74905], [8.27144, -0.88087, 1.56875], [10.81788, -2.14276, 0.18122], [10.86669, -3.46020, 1.34521], [10.45058, -0.49504, 2.03238], [11.88282, -1.46825, 2.34385], [10.37405, -1.82451, 3.19790]],
  "forces_ev_per_a": [[0.0207, -0.0418, 0.0226], [-0.0501, -0.0391, 0.0195], [0.0382, -0.0205, -0.0160], [-0.0527, 0.0452, -0.0834], [0.0402, -0.0430, -0.0014], [-0.0493, 0.1094, 0.0420], [0.0542, -0.0317, 0.0530], [0.0102, 0.0172, 0.0146], [0.0638, -0.0619, 0.0053], [0.0524, 0.0695, -0.0789], [-0.0962, -0.0115, 0.0034], [-0.0229, -0.0773, 0.0550], [-0.0103, 0.1373, 0.0188], [0.0139, -0.0096, -0.0042], [-0.0318, -0.0251, -0.0384], [0.0615, -0.2047, -0.2481], [-0.0335, 0.0753, 0.0921], [-0.0179, -0.0223, 0.1497], [0.0308, 0.0148, -0.0505], [-0.0101, 0.0213, -0.0203], [-0.0014, 0.0706, -0.0259], [-0.0121, 0.0083, -0.0051], [-0.0122, 0.0042, -0.0033], [0.0084, 0.0041, -0.0013], [-0.0301, 0.0127, -0.0477], [0.0182, 0.0270, 0.0184], [-0.0436, -0.0040, -0.0048], [0.0286, -0.0674, -0.0118], [0.0327, -0.0359, 0.0319], [-0.0030, -0.0055, -0.0105], [0.0193, 0.0036, 0.0072], [-0.0244, 0.0267, 0.0050], [0.0650, -0.0635, 0.0215], [0.0252, 0.0022, -0.0051], [0.0224, 0.0005, 0.0102], [-0.0240, -0.0731, 0.0320], [0.0488, 0.0260, -0.0272], [-0.0190, -0.0028, -0.0375], [0.0040, 0.0487, 0.0470], [-0.0154, -0.0251, 0.0218], [-0.0280, -0.0046, -0.0156], [0.0294, 0.0031, 0.0066], [0.0211, 0.0115, 0.0195], [-0.0032, -0.0040, -0.0018], [0.0013, -0.0071, -0.0141], [-0.0079, -0.0320, 0.0171], [-0.0356, 0.0407, -0.0095], [-0.0479, -0.0089, -0.0364], [0.0068, -0.0195, -0.0385], [-0.0125, -0.0193, 0.0179], [0.0318, 0.0212, 0.0255], [0.0128, 0.0268, -0.0193], [0.0013, 0.0094, 0.0440], [-0.0064, 0.0117, 0.0045], [0.0049, 0.0015, -0.0153], [-0.0100, 0.0087, 0.0121], [-0.0033, 0.0584, -0.0153], [-0.0140, -0.0263, -0.0283], [0.0010, -0.0039, 0.0020], [-0.0048, 0.0018, 0.0010], [0.0034, -0.0038, -0.0055], [-0.0002, -0.0086, 0.0034], [0.0063, 0.0078, 0.0013], [-0.0136, -0.0158, -0.0056], [0.0176, -0.0064, 0.0135], [0.0175, 0.0018, 0.0067], [-0.0026, 0.0074, -0.0003], [0.0106, 0.0024, 0.0029], [-0.0069, 0.0081, 0.0093], [-0.0028, 0.0051, -0.0071], [-0.0190, 0.0002, 0.0044], [0.0062, 0.0143, 0.0153], [0.0147, 0.0192, -0.0231], [0.0025, -0.0041, 0.0005], [-0.0048, 0.0000, 0.0021], [0.0023, -0.0020, -0.0070], [0.0032, -0.0086, -0.0006], [0.0042, 0.0084, 0.0036], [-0.0086, -0.0081, -0.0038], [0.0090, 0.0007, -0.0013], [0.0054, -0.0010, 0.0141], [0.0025, 0.0090, -0.0148], [0.0020, 0.0032, 0.0026], [-0.0085, 0.0036, 0.0117], [-0.0150, -0.0152, -0.0007], [-0.0750, 0.0010, -0.0035], [0.0418, -0.0088, 0.0040], [-0.0073, -0.0033, -0.0077], [0.0091, -0.0013, 0.0016], [-0.0044, 0.0000, -0.0022], [0.0014, 0.0030, -0.0102], [0.0074, 0.0009, -0.0109], [-0.0013, 0.0053, 0.0033], [-0.0058, -0.0084, -0.0018], [0.0035, 0.0104, -0.0026], [0.0036, 0.0003, 0.0058], [-0.0036, 0.0004, -0.0012], [0.0028, 0.0040, 0.0007], [0.0028, 0.0147, 0.0042], [-0.0041, -0.0109, 0.0097], [0.0465, 0.0238, 0.0617], [-0.0484, 0.0807, 0.0219], [0.0156, -0.0246, 0.0243], [0.0013, -0.0028, -0.0037], [0.0040, 0.0023, 0.0016], [-0.0032, -0.0062, 0.0015], [0.0016, -0.0066, -0.0049], [-0.0078, 0.0087, -0.0013], [0.0106, -0.0148, -0.0006], [-0.0102, 0.0104, -0.0221], [0.0013, 0.0041, -0.0062], [-0.0018, 0.0027, 0.0053], [-0.0063, 0.0026, -0.0036], [0.0172, -0.0201, -0.0045], [-0.0402, -0.0079, 0.0040], [-0.0074, -0.0190, 0.0079], [0.0016, -0.0073, -0.0059], [-0.0112, -0.0051, 0.0084], [-0.0023, 0.0059, -0.0027], [-0.0039, -0.0040, -0.0020], [-0.0035, 0.0061, 0.0064], [-0.0027, 0.0127, -0.0011], [0.0130, -0.0037, 0.0013], [-0.0099, 0.0026, -0.0019], [0.0069, 0.0057, 0.0016], [0.0042, 0.0004, -0.0061], [-0.0005, -0.0032, 0.0036], [0.0039, 0.0034, 0.0007]],
  "mulliken_spin": [0.000, 0.000, -0.001, 0.000, 0.000, -0.002, -0.003, -0.030, 0.000, 0.001, 0.000, 0.027, -0.001, 0.056, 0.016, 0.390, 0.533, -0.021, 0.062, 0.009, 0.041, 0.000, 0.000, 0.000, 0.000, 0.000, 0.000, 0.000, 0.001, 0.000, 0.000, 0.000, 0.001, 0.000, 0.000, 0.000, 0.000, -0.009, 0.000, -0.005, -0.019, -0.001, -0.010, 0.001, 0.001, 0.005, -0.028, -0.001, 0.001, 0.000, -0.009, -0.006, 0.000, 0.000, 0.000, 0.000, 0.000, 0.000, 0.000, 0.000, 0.000, 0.000, 0.000, 0.000, 0.000, 0.000, 0.000, 0.000, 0.000, 0.000, 0.000, 0.000, 0.000, 0.000, 0.000, 0.000, 0.000, 0.000, 0.000, 0.000, 0.000, 0.000, 0.000, 0.000, 0.000, 0.000, 0.000, 0.000, 0.000, 0.000, 0.000, 0.000, 0.000, 0.000, 0.000, 0.000, 0.000, 0.000, 0.000, 0.000, 0.000, 0.000, 0.000, 0.000, 0.000, 0.000, 0.000, 0.000, 0.000, 0.001, 0.000, 0.000, 0.000, 0.000, 0.000, 0.000, 0.000, 0.000, 0.000, 0.000, 0.000, 0.000, 0.000, 0.000, 0.000, 0.000, 0.000, 0.000],
  "multiplicity": 2,
  "total_energy_ev": -66271.4679,
  "orbital_gap_ev": [8.276, 8.419],
  "e_lumo_ev": [0.6, 0.6]
}